1.
Formula: C8H20N2
Source: the OMol25 dataset
Level of theory: wB97M-V/def2-TZVPD

```
30
Properties=species:S:1:pos:R:3:forces:R:3:nbo_charge:R:1
H -1.110107 -2.416621 0.590692 0.4 -0.1 0.2 0.332
C -0.664816 0.918035 -1.817844 0.2 -0.1 0.1 -0.647
H -1.870197 -1.558283 -2.171661 0.0 -0.1 0.0 0.209
H 0.094553 -1.898625 1.655075 -0.2 -0.2 -0.1 0.364
H -1.219565 1.516416 0.775203 0.0 0.0 0.0 0.217
H 4.052164 1.042511 1.166818 0.1 0.0 0.3 0.175
H -3.097385 -0.337950 -1.924228 0.1 0.1 0.1 0.227
C -1.296056 0.009202 -0.772102 1.5 -0.6 1.0 0.188
H -2.811923 -1.539804 -0.665487 -0.1 0.0 0.0 0.213
H 0.179251 1.462658 -1.394902 0.1 0.0 0.0 0.228
H -1.391811 1.657146 -2.164201 0.0 -0.1 0.0 0.220
H 0.165260 -2.277290 -1.551577 0.1 -0.1 0.1 0.175
H 0.868045 2.370484 1.938954 -0.1 0.0 0.1 0.203
C 1.627124 1.680453 2.313622 0.5 0.4 0.0 -0.652
C -2.323124 -0.917212 -1.414292 0.4 -0.3 0.1 -0.655
N -0.024329 -0.823998 0.002505 -4.0 0.9 -2.3 -0.293
H 0.899852 0.259424 0.648361 3.4 0.3 2.0 0.284
H 1.292144 -0.904970 -1.610062 0.0 0.1 -0.1 0.214
H 1.227296 1.188908 3.201620 -0.1 0.0 0.0 0.213
C 0.768757 -1.587852 -0.946633 -0.1 0.0 0.1 -0.439
H -2.349903 0.200850 1.100772 0.0 0.0 0.0 0.234
N -0.634594 -1.614938 1.006436 0.1 0.1 -0.2 -0.677
H 3.456817 -0.354712 0.165442 -0.1 0.1 -0.5 0.182
C 1.976156 0.681867 1.262569 -3.1 0.1 -1.5 -0.237
H 1.521398 -2.143996 -0.384683 0.0 -0.1 -0.1 0.210
H -0.321396 0.358463 -2.686811 0.0 0.0 -0.1 0.209
H 2.495211 2.271072 2.614774 0.0 0.1 0.1 0.194
C -1.947500 0.844401 0.322075 0.2 -0.2 0.1 -0.641
C 3.201290 0.464792 0.821249 0.5 -0.3 0.2 -0.460
H -2.762612 1.449569 -0.081685 0.1 -0.1 -0.1 0.210
```
Positions in Å, forces in eV/Å.

E_tot: -11597.540 eV
Largest force on an atom: 4.68 eV/A
Gap between HOMO and LUMO: 8.705 eV
Energy relative to the best compared isomer or geometry (same formula, charge and spin): 320.78 kJ/mol
Lowest unoccupied orbital energy: 0.77 eV

2.
Formula: C8H20N2O2P
Source: the OMol25 dataset
Level of theory: wB97M-V/def2-TZVPD

```
33
Properties=species:S:1:pos:R:3:forces:R:3:nbo_charge:R:1
C -2.027427 2.043946 0.093345 0.5 0.9 0.9 0.298
N -0.043933 1.491252 -1.094039 -0.2 0.8 0.5 -0.621
H 4.229574 0.753957 -1.390665 -0.7 0.1 0.5 0.216
P -3.049039 -1.581293 -0.859231 -2.4 -2.5 2.1 1.433
C 2.186544 0.402082 -0.488734 -0.5 0.8 0.0 -0.411
C 4.374581 -0.732265 0.192630 0.6 0.6 -0.3 -0.609
C 1.428604 1.634920 -1.101400 1.2 0.0 -0.9 -0.230
H 1.729561 1.677518 -2.181099 -0.3 0.1 0.9 0.223
C -0.602602 1.429703 0.290566 -1.0 -1.6 -1.6 -0.129
H 0.093879 1.919499 1.007517 -1.0 -0.2 -0.1 0.258
O -2.753677 -3.305898 2.852820 0.1 0.3 -0.2 -0.950
H 5.482334 -0.579018 0.223463 -0.9 -0.2 0.1 0.224
H -2.720428 -4.221149 2.557642 0.0 0.0 0.1 0.477
H -4.004353 1.425336 -0.127807 0.2 0.0 0.0 0.471
C -2.467318 -0.155556 0.222350 -0.6 -1.8 2.0 -0.411
H -3.264958 -2.857781 2.168124 -0.2 -0.2 0.0 0.473
H -0.664411 -0.517270 1.508288 -0.3 0.1 -0.8 0.265
O -4.135761 -2.336557 -0.088983 1.7 1.6 -1.3 -1.065
H -0.417321 -0.681620 -0.329212 0.0 0.4 0.9 0.259
H -0.484401 2.286154 -1.566946 0.6 -0.2 -0.2 0.365
C 3.732919 0.586092 -0.408957 0.2 -1.3 0.6 -0.405
N -3.020970 1.207349 0.024936 3.6 0.5 -0.4 -0.414
C -0.915139 -0.134060 0.496538 -0.6 1.8 -0.4 -0.416
H -2.892110 -0.436313 1.226038 -0.1 -0.3 -1.1 0.283
H 1.766451 2.607379 -0.646939 -0.3 -0.9 -0.1 0.184
H -3.485938 -1.194274 -2.156814 0.6 0.3 0.3 -0.026
H 4.025447 1.407872 0.283471 -0.4 -0.3 -0.6 0.210
H -2.112510 3.155091 0.021717 -0.4 -1.0 0.0 0.254
H 4.041017 -0.934506 1.233980 0.1 0.1 -0.7 0.207
H 4.197031 -1.628195 -0.442219 -0.1 0.6 0.4 0.209
H -1.930568 -2.472301 -0.968039 0.0 1.0 -0.4 -0.021
H 1.793898 0.231847 0.547317 0.4 0.0 -0.7 0.188
H 1.911023 -0.491941 -1.099656 0.3 0.6 0.5 0.211
```
Positions in Å, forces in eV/Å.

E_tot: -24975.931 eV
Largest force on an atom: 4.11 eV/A
Gap between HOMO and LUMO: 8.355 eV
Net charge: +1
Energy relative to the best compared isomer or geometry (same formula, charge and spin): 0.00 kJ/mol
Lowest unoccupied orbital energy: -5.12 eV